The following is a quantum chemistry calculation of a cluster of 9 separate species, C17H51O9 in total at a distorted geometry, from OMol25.

For the HOMO-LUMO gap, the calculation gives 6.10 eV. The net charge is -1. The energy above the lowest of the compared OMol25 structures with the same formula, charge and spin comes out at 33.0 kcal per mole. For the HOMO energy, the calculation gives -3.54 eV. As for the LUMO energy: 2.557 eV.

Each line ends with the Mulliken charge.
CARTESIAN COORDINATES (ANGSTROEM)
C (-5.06803, 21.74986, 0.41587)  0.70
O (-5.16922, 20.34818, 0.72079)  -0.95
H (-5.39640, 22.44450, 1.18902)  -0.34
H (-4.01446, 22.01785, 0.33672)  0.01
H (-5.47890, 22.01903, -0.55719)  -0.47
C (-2.95403, 18.38063, -2.36740)  -0.85
C (-3.44668, 17.44388, -1.39387)  -0.14
O (-4.63278, 17.87434, -0.82165)  -0.53
H (-3.67914, 18.47517, -3.17572)  0.20
H (-2.04010, 18.01130, -2.83262)  0.39
H (-2.89020, 19.27708, -1.75063)  0.11
H (-2.71832, 17.31357, -0.59348)  0.01
H (-3.65598, 16.47002, -1.83649)  0.46
H (-4.62573, 18.79060, -0.53524)  0.35
C (-0.04767, 19.78686, 0.84978)  -1.49
C (-1.42827, 20.21676, 1.39153)  -0.06
O (-2.41510, 19.33470, 0.84236)  -0.20
H (-0.03661, 19.44178, -0.18409)  0.29
H (0.21587, 18.91822, 1.45320)  0.32
H (0.68723, 20.59170, 0.86578)  0.37
H (-1.73447, 21.19494, 1.02068)  0.40
H (-1.42574, 20.44804, 2.45670)  0.24
H (-3.17004, 19.92255, 0.76436)  -0.05
C (-3.67095, 22.84756, 5.37652)  -1.29
C (-4.15292, 22.24759, 4.07716)  1.26
O (-5.15250, 21.24031, 4.37988)  -0.47
H (-2.90488, 23.61754, 5.28503)  0.36
H (-3.18340, 21.98672, 5.83407)  0.37
H (-4.47549, 23.11761, 6.06054)  0.36
H (-3.30818, 21.66640, 3.70739)  -0.38
H (-4.51216, 23.00982, 3.38574)  -0.45
H (-5.84070, 21.64797, 4.91071)  0.27
C (-2.36741, 17.39666, 3.57430)  -1.02
C (-3.57700, 18.14784, 4.01507)  -0.13
O (-4.20486, 18.75948, 2.99560)  -0.32
H (-1.53209, 18.03526, 3.28701)  0.18
H (-2.58915, 16.77926, 2.70382)  0.24
H (-1.90011, 16.77290, 4.33630)  0.43
H (-3.28927, 18.85904, 4.78935)  0.08
H (-4.26205, 17.43285, 4.47071)  0.32
H (-3.51737, 18.94142, 2.35074)  0.36
C (-6.02252, 25.71668, 2.98532)  -1.24
C (-6.59879, 25.65157, 1.63335)  0.53
O (-7.88042, 26.21511, 1.61269)  -0.58
H (-5.00627, 25.33697, 3.09093)  0.32
H (-6.51471, 25.04182, 3.68562)  0.31
H (-6.14845, 26.68330, 3.47304)  0.34
H (-6.50351, 24.67867, 1.15118)  -0.24
H (-6.05972, 26.19582, 0.85791)  0.24
H (-8.27387, 26.24572, 0.73755)  0.32
C (-8.28333, 23.13785, -0.74493)  -0.62
C (-8.86435, 21.78493, -0.25002)  -0.14
O (-8.44602, 21.60533, 1.05779)  -0.46
H (-8.47192, 23.29974, -1.80622)  0.32
H (-7.26008, 23.40363, -0.47952)  -0.09
H (-8.93965, 23.84268, -0.23448)  0.38
H (-8.55159, 20.94941, -0.87627)  -0.02
H (-9.95409, 21.77056, -0.23143)  0.33
H (-8.73712, 22.34524, 1.59576)  0.30
C (-8.17893, 19.90582, -3.59264)  -1.34
C (-6.93363, 19.56413, -2.66960)  0.51
O (-7.25076, 18.44678, -1.85175)  -0.62
H (-9.07322, 20.05023, -2.98644)  0.33
H (-8.41337, 19.09403, -4.28122)  0.38
H (-8.05260, 20.88372, -4.05724)  0.30
H (-6.59375, 20.40399, -2.06360)  -0.19
H (-6.02193, 19.33049, -3.21942)  0.19
H (-6.34932, 18.24599, -1.58967)  0.46
C (-4.15770, 23.61714, -4.69564)  -1.07
C (-4.03479, 23.54871, -3.15637)  0.28
O (-2.87537, 24.23447, -2.76825)  -0.58
H (-3.96173, 24.64707, -4.99389)  0.32
H (-5.13918, 23.15317, -4.79332)  0.30
H (-3.35775, 22.94346, -5.00275)  0.28
H (-3.81606, 22.54897, -2.78117)  0.06
H (-4.88802, 23.83169, -2.53993)  0.10
H (-2.82999, 24.26838, -1.80992)  0.31

Cartesian forces (eV/Å) of the 3 atoms listed first:
0.78 -2.84 0.40
0.84 1.94 -1.00
-0.84 0.10 0.37